# C3H5NOSe

C3H5NOSe as an isolated structure (wB97M-V/def2-TZVPD, the OMol25 dataset).

frontier orbital gap (spin up / spin down): 7.524 / 7.531 eV
DFT total energy: -2648.59689 a.u.
energy relative to the best compared isomer or geometry (same formula, charge and spin): 310.3 kJ/mol
LUMO (spin up / spin down): -0.0149 / -0.0148 Ha
HOMO (spin up / spin down): -7.929 / -7.932 eV

The geometry in ORCA input format:
```
! wB97M-V def2-TZVPD RIJCOSX def2/J DEFGRID3
* xyz 0 1
C 0.67 -0.94 0.65
C -1.49 -1.85 0.13
C 0.86 2.49 -0.45
N -0.30 -1.82 0.51
O 1.38 -0.54 -0.27
Se 0.44 1.23 -1.70
H 0.69 -0.42 1.65
H -1.99 -2.92 -0.04
H -2.11 -1.05 -0.12
H -0.04 3.18 -0.15
H 1.88 2.64 -0.23
*
```

natural (NBO) atomic charge list, values in e, 2 entries: number 1, C, carries 0.512; number 2, C, carries 0.040


# C3H5NS

C3H5NS in the gas phase (wB97M-V/def2-TZVPD, the OMol25 dataset).

frontier orbital gap: 8.525 eV
DFT total energy: -570.18268 a.u.
energy relative to the best compared isomer or geometry (same formula, charge and spin): 136.2 kJ/mol
LUMO: -0.0148 Ha
HOMO: -8.928 eV
SMILES string: S=C[C@H]1CN1

The geometry in ORCA input format:
```
! wB97M-V def2-TZVPD RIJCOSX def2/J DEFGRID3
* xyz 0 1
C 1.36 -0.06 0.31
C 0.16 0.15 -0.53
C -1.15 -0.49 -0.18
H 1.19 -0.35 1.37
H 0.43 0.41 -1.53
H -1.86 -0.72 -0.97
H -1.16 -1.14 0.71
H -0.87 1.12 1.01
N -1.00 0.94 0.00
S 2.89 0.15 -0.18
*
```

natural (NBO) atomic charge list, values in e, 2 entries: number 1, C, carries -0.272; number 2, C, carries -0.184


# C3H5NS

C3H5NS in the gas phase (wB97M-V/def2-TZVPD, the OMol25 dataset).

frontier orbital gap: 6.114 eV
DFT total energy: -570.10558 a.u.
energy relative to the best compared isomer or geometry (same formula, charge and spin): 338.6 kJ/mol
LUMO: -0.0322 Ha
HOMO: -6.989 eV

The geometry in ORCA input format:
```
! wB97M-V def2-TZVPD RIJCOSX def2/J DEFGRID3
* xyz 0 1
C 1.48 -1.80 0.14
C 0.06 0.29 0.34
C -0.86 1.14 -0.37
N 0.90 -0.55 0.22
S 1.53 -2.38 -1.57
H 0.80 -2.65 0.63
H 2.43 -1.62 0.59
H -1.77 1.29 0.18
H -0.63 2.18 -0.39
H -0.86 0.91 -1.35
*
```

natural (NBO) atomic charge list, values in e, 2 entries: number 1, C, carries -0.438; number 2, C, carries 0.517